No. 1
Molecular formula: C4H7Br
Method: DFT, wB97M-V/def2-TZVPD

Last column: Löwdin charge in e.
Positions of all 12 atoms, in Å:
C (2.008, 1.154, 0.333)  -0.012
C (-1.580, -0.560, 1.010)  0.002
C (0.692, 0.805, 0.185)  -0.159
C (-0.302, -0.077, 1.110)  -0.143
Br (-1.251, -1.174, -2.733)  0.348
H (2.597, 0.805, 1.163)  0.045
H (2.470, 1.642, -0.491)  0.036
H (-1.841, -1.049, 1.890)  0.032
H (-2.050, -0.300, 0.104)  0.008
H (0.320, 1.005, -0.861)  0.068
H (-1.368, -2.172, -3.723)  -0.295
H (0.305, -0.079, 2.013)  0.071

The frontier orbital gap is 9.82 eV. The spin multiplicity is 1. As for the SMILES: C=CC=C.Br. The value obtained for the energy is -74301.4240 eV. The energy above the lowest of the compared OMol25 structures with the same formula, charge and spin comes out at 213.18 kJ/mol.

***

No. 2
Molecular formula: C4H7Br
Method: DFT, wB97M-V/def2-TZVPD

Last column: Löwdin charge in e.
Positions of all 12 atoms, in Å:
C (-1.800, -0.750, -0.123)  -0.596
C (-0.521, -0.058, -0.018)  -0.416
C (0.662, -0.969, 0.015)  -0.125
C (-0.431, 1.454, 0.118)  -0.091
Br (-3.448, 0.079, -0.004)  0.698
H (-1.801, -1.779, 0.126)  0.019
H (1.137, -1.361, -1.010)  0.116
H (1.555, -0.643, 0.562)  0.059
H (0.420, -1.981, 0.564)  0.102
H (0.317, 1.607, 0.929)  0.089
H (-1.394, 1.735, 0.544)  0.015
H (-0.360, 1.794, -1.002)  0.130

The frontier orbital gap is 9.45 eV. The spin multiplicity is 1. As for the SMILES: CC(C)=CBr. The value obtained for the energy is -74302.1595 eV. The energy above the lowest of the compared OMol25 structures with the same formula, charge and spin comes out at 142.22 kJ/mol.

***

No. 3
Molecular formula: C4H7Br3O2
Method: DFT, wB97M-V/def2-TZVPD

Last column: Löwdin charge in e.
Positions of all 16 atoms, in Å:
C (0.200, 2.180, -0.777)  -0.097
C (0.430, 0.692, -1.371)  -0.432
C (1.038, -0.180, -0.370)  -1.194
C (-1.052, -1.282, 1.169)  -0.920
O (-0.644, -2.499, 1.498)  -0.050
O (-1.128, -0.632, 2.370)  -0.029
Br (1.614, -1.803, -1.169)  0.656
Br (2.307, 0.398, 0.897)  0.684
Br (-2.398, -0.974, -0.099)  0.810
H (-0.260, 2.723, -1.632)  0.073
H (1.239, 2.517, -0.559)  0.042
H (-0.501, 2.082, 0.098)  0.082
H (-0.560, 0.286, -1.630)  0.047
H (0.893, 0.771, -2.250)  0.044
H (-0.404, -3.138, 0.703)  0.158
H (-0.773, -1.141, 3.122)  0.126

The frontier orbital gap (spin up / spin down) is 8.21 / 7.13 eV. The spin multiplicity is 1. The value obtained for the energy is -218480.1191 eV. The energy above the lowest of the compared OMol25 structures with the same formula, charge and spin comes out at 245.24 kJ/mol.

***

No. 4
Molecular formula: C4H7Br3O3
Method: DFT, wB97M-V/def2-TZVPD

Last column: Löwdin charge in e.
Positions of all 17 atoms, in Å:
C (2.711, -2.410, -0.340)  -0.236
C (1.966, -1.181, -0.572)  -0.703
C (-1.852, 0.057, 0.863)  -0.897
C (-1.816, 1.524, 0.342)  -0.872
O (-0.647, 2.196, 0.689)  0.012
O (-1.996, 1.525, -1.041)  -0.041
O (-2.913, 2.056, 0.985)  0.014
Br (2.743, 0.566, -0.046)  0.535
Br (-2.849, -1.150, -0.263)  0.665
Br (-0.262, -0.918, 1.121)  0.766
H (3.429, -2.627, -1.163)  0.080
H (1.983, -3.171, -0.237)  0.049
H (3.533, -2.438, 0.532)  0.127
H (1.127, -0.957, -1.286)  0.038
H (-0.313, 1.815, 1.538)  0.101
H (-1.557, 2.409, -1.378)  0.183
H (-3.286, 2.704, 0.256)  0.179

The frontier orbital gap (spin up / spin down) is 8.88 / 6.91 eV. The spin multiplicity is 1. The value obtained for the energy is -220526.5947 eV. The energy above the lowest of the compared OMol25 structures with the same formula, charge and spin comes out at 325.24 kJ/mol.

***

No. 5
Molecular formula: C4H7BrN3O2
Method: DFT, wB97M-V/def2-TZVPD

Last column: Löwdin charge in e.
Positions of all 17 atoms, in Å:
C (0.046, -0.419, 0.195)  -0.126
C (2.275, 0.134, 0.305)  -0.524
C (-1.926, -1.407, 0.198)  -0.145
C (-1.966, -0.177, -0.654)  -0.150
N (-0.457, -1.621, 0.395)  0.079
N (2.584, 1.360, 0.123)  -0.444
N (-0.734, 0.493, -0.286)  0.058
O (1.484, 2.189, 0.093)  0.041
O (3.640, 1.914, 0.079)  0.091
Br (3.334, -1.258, -0.114)  0.905
H (-2.453, -1.156, 1.192)  0.153
H (-2.574, -2.253, -0.187)  0.151
H (-1.731, -0.420, -1.819)  0.187
H (-2.893, 0.394, -0.555)  0.134
H (-0.027, -2.322, 1.147)  0.233
H (1.696, 3.089, 0.416)  0.164
H (-0.299, 1.460, -0.527)  0.192

The frontier orbital gap (spin up / spin down) is 7.76 / 7.76 eV. The spin multiplicity is 1. The value obtained for the energy is -82854.9931 eV. The energy above the lowest of the compared OMol25 structures with the same formula, charge and spin comes out at 641.59 kJ/mol. As for the total charge: +1.

***

No. 6
Molecular formula: C4H7BrNO5S
Method: DFT, wB97M-V/def2-TZVPD

Last column: Mulliken spin population.
Positions of all 19 atoms, in Å:
C (1.486, 0.316, -2.182)  0.004
C (0.454, 1.271, -1.360)  0.013
C (-0.460, 0.292, -0.723)  -0.017
C (-0.151, -0.073, 0.716)  0.477
N (0.969, -0.758, 0.750)  0.659
O (2.145, -0.608, -1.512)  0.005
O (-1.918, -1.967, 1.302)  0.020
O (1.557, 0.393, -3.396)  0.001
O (-2.742, 0.272, 1.667)  0.010
O (-0.989, -0.748, 3.285)  0.000
S (-1.622, -0.660, 1.710)  0.071
Br (0.158, 1.593, 2.111)  0.773
H (-0.033, 1.855, -2.067)  0.000
H (0.969, 1.803, -0.641)  -0.006
H (-0.479, -0.633, -1.264)  0.025
H (-1.503, 0.644, -0.669)  0.007
H (-1.118, 0.186, 3.545)  0.000
H (1.543, -0.776, -0.139)  -0.021
H (1.454, -1.161, 1.654)  -0.022

The frontier orbital gap (spin up / spin down) is 5.40 / 5.21 eV. The spin multiplicity is 3. The value obtained for the energy is -96864.1852 eV. As for the expectation value of S²: 2.01. The energy above the lowest of the compared OMol25 structures with the same formula, charge and spin comes out at 59.51 kJ/mol. As for the total charge: -1.

***

Question: spin multiplicity of number 3 (C4H7Br3O2)?
Answer: 1

***

Question: Which of these has the highest energy?
Answer: number 1

***

Question: Look up the spin multiplicity of the sixth one.
Answer: 3